DFT (the ωB97M-V functional and the def2-TZVPD basis) results for a molecular structure, C39H24N10O6SeTl.

The value obtained for the HOMO energy (alpha / beta) is -3.8 / -3.8 eV. The gap between HOMO and LUMO (alpha / beta) is 5.06 / 5.15 eV. The LUMO energy (alpha / beta) is 1.307 / 1.356 eV. As for the charge: -1. The energy above the lowest of the compared OMol25 structures with the same formula, charge and spin comes out at 12.4 kJ/mol.

```
81
Properties=species:S:1:pos:R:3:forces:R:3:lowdin_charge:R:1
Tl -0.3704 0.6820 -0.2449 -0.4 -0.4 0.4 1.054
C -4.3208 5.9669 0.1615 0.0 0.0 0.0 -0.086
C -4.6014 5.6628 -1.1712 0.0 0.0 0.0 -0.081
C -3.8600 4.7109 -1.8609 0.0 0.0 0.0 -0.003
C -2.8267 4.0962 -1.1831 -0.1 -0.1 0.0 -0.087
C -1.9297 2.9784 -1.5860 0.1 0.1 0.0 -0.291
N -1.1085 2.7221 -0.5007 0.0 -0.1 0.0 0.042
C -1.4682 3.4763 0.5811 0.1 0.1 0.0 -0.290
N -0.9769 3.4646 1.7824 0.0 0.0 0.0 0.184
C 0.0191 2.6119 2.1925 -0.1 -0.1 0.1 -0.265
C 0.7775 2.7824 3.4005 0.0 0.1 0.0 -0.115
C 0.7629 3.7840 4.3786 0.0 0.0 0.0 -0.030
C 1.6623 3.6929 5.4148 0.0 0.0 0.0 -0.107
C 2.5835 2.6234 5.4854 0.0 0.0 0.0 -0.103
C 2.6154 1.6390 4.5258 0.0 0.0 0.1 -0.029
C 1.6935 1.7111 3.4727 0.0 0.0 -0.1 -0.111
C 1.5063 0.9193 2.2928 -0.1 -0.1 0.3 -0.295
N 2.2591 -0.1173 1.9181 0.0 -0.1 -0.4 0.199
C 2.3254 -0.6148 0.7018 0.1 0.2 0.4 -0.317
N 1.7464 -0.0859 -0.4512 0.0 0.1 -0.2 0.065
C 2.0640 -0.8239 -1.5147 0.0 0.2 -0.1 -0.292
N 1.7315 -0.5818 -2.8091 0.1 0.0 0.1 0.180
C 0.6894 0.1527 -3.1412 -0.1 0.0 0.0 -0.287
N -0.3023 0.6039 -2.3776 0.1 0.1 0.0 0.050
C -1.4027 1.1762 -3.1432 -0.1 0.0 0.0 -0.488
N -2.0054 2.4142 -2.7318 0.0 -0.1 0.0 0.214
C -0.8128 1.2324 -4.5394 0.1 0.1 0.0 -0.080
C -1.3200 1.8005 -5.6876 0.0 0.0 0.0 -0.001
C -0.5611 1.6937 -6.8494 0.0 0.0 0.0 -0.080
C 0.6653 1.0315 -6.8503 0.0 0.0 0.0 -0.088
C 1.1668 0.4606 -5.6858 0.0 0.0 0.0 -0.014
C 0.4063 0.5739 -4.5380 0.0 0.0 0.1 -0.086
C 2.9013 -1.9328 -1.0793 0.0 -0.2 0.0 -0.110
C 3.4317 -3.0230 -1.7639 0.0 0.1 0.0 -0.025
C 4.1104 -3.9808 -1.0351 0.0 0.0 0.1 -0.100
C 4.2643 -3.8516 0.3573 0.0 0.0 -0.1 -0.095
C 3.7463 -2.7694 1.0414 0.0 0.1 0.0 -0.021
C 3.0577 -1.8005 0.3110 0.0 -0.1 0.0 -0.109
N 0.4521 1.4891 1.5965 0.1 0.2 -0.4 0.049
C -2.5556 4.3864 0.1475 0.0 -0.1 0.0 -0.094
C -3.2960 5.3227 0.8442 0.0 0.0 0.0 -0.015
H -4.9253 6.7044 0.6749 0.0 0.0 0.0 0.095
H -5.4242 6.1628 -1.6667 0.0 0.0 0.0 0.096
H -4.0869 4.4320 -2.8810 0.0 0.0 0.0 0.116
H 0.0570 4.6015 4.3095 0.0 0.0 0.0 0.106
H 1.6739 4.4521 6.1870 0.0 0.0 0.0 0.089
H 3.2815 2.5853 6.3131 0.0 0.0 0.0 0.091
H 3.3266 0.8246 4.5730 0.0 0.0 0.0 0.107
H -2.2740 2.3102 -5.6741 0.0 0.0 0.0 0.120
H -0.9264 2.1345 -7.7688 0.0 0.0 0.0 0.097
H 1.2369 0.9703 -7.7679 0.0 0.0 0.0 0.095
H 2.1194 -0.0523 -5.6633 0.0 0.0 0.0 0.110
H 3.3009 -3.1129 -2.8348 0.0 0.0 0.0 0.109
H 4.5256 -4.8460 -1.5367 0.0 0.0 0.0 0.091
H 4.7963 -4.6230 0.9011 0.0 0.0 0.0 0.093
H 3.8527 -2.6704 2.1141 0.0 0.0 0.0 0.112
H -3.0837 5.5279 1.8851 0.0 0.0 0.0 0.110
O -2.4380 0.1688 -3.2303 -0.1 0.1 0.0 -0.210
Se -3.5517 -0.1432 -1.8718 0.0 0.0 0.0 0.920
O -3.8336 -1.7120 -2.0762 0.0 0.1 0.0 -0.439
O -2.6554 0.1452 -0.5164 0.0 0.0 -0.1 -0.490
O -4.7870 0.8673 -2.0158 0.1 -0.1 0.0 -0.423
O -0.4956 -5.6752 5.4153 0.0 0.0 0.0 -0.037
C 0.3890 -6.1193 4.4158 0.0 0.0 0.0 -0.260
N 0.0994 -5.5786 3.1085 0.0 0.0 0.0 0.084
C 0.2697 -4.2343 2.9251 0.0 0.0 0.0 -0.428
O 0.7160 -3.5309 3.8156 0.0 0.0 0.0 0.076
C -0.1117 -3.6816 1.5921 0.0 0.0 0.0 -0.099
C -0.3142 -4.4586 0.4580 0.0 0.0 0.0 0.001
C -0.6735 -3.8448 -0.7272 0.0 0.0 0.0 -0.012
C -0.8017 -2.4675 -0.7461 -0.1 0.0 0.0 -0.096
N -0.5817 -1.7166 0.3338 0.0 0.1 0.0 0.042
C -0.2490 -2.3046 1.4781 0.1 0.0 0.0 -0.034
H -0.3281 -4.7292 5.5190 0.0 0.0 0.0 0.080
H 0.2969 -7.2019 4.3658 0.0 0.0 0.0 0.124
H 1.4164 -5.8490 4.6635 0.0 0.0 0.0 0.127
H -0.5725 -6.0562 2.5323 0.0 0.0 0.0 0.129
H -0.1683 -5.5315 0.4822 0.0 0.0 0.0 0.114
H -0.8456 -4.4116 -1.6305 0.0 0.0 0.0 0.117
H -1.0931 -1.9462 -1.6514 0.0 0.0 0.0 0.104
H -0.0570 -1.6696 2.3348 0.0 0.0 0.0 0.131
```
Forces are in eV/Å.

---

DFT (the ωB97M-V functional and the def2-TZVPD basis) results for a molecular structure, C39H27Cl5NO2Rh.

The value obtained for the HOMO energy is -8.0 eV. The gap between HOMO and LUMO is 7.47 eV. The LUMO energy is -0.550 eV.

```
75
Properties=species:S:1:pos:R:3:forces:R:3:lowdin_charge:R:1
Rh -0.3543 0.1082 1.0533 1.1 1.1 -1.5 1.091
O -2.1095 0.2443 0.1568 -0.4 -0.5 0.6 -0.297
C -2.5021 0.8196 -1.0368 -0.1 0.2 0.0 -0.472
C -1.4575 1.8832 -1.3943 -0.1 0.0 0.0 -0.062
C -0.0994 1.3177 -1.6402 0.1 0.2 0.1 -0.259
C 0.3940 1.2792 -2.9326 0.0 0.2 0.0 0.000
C 1.6779 0.8341 -3.1636 0.0 0.0 -0.1 -0.016
C 2.4561 0.4779 -2.0829 0.1 0.2 0.0 0.001
C 1.9297 0.5356 -0.8029 0.0 0.2 0.1 -0.232
C 2.8026 0.2470 0.3748 0.1 0.0 0.0 -0.053
C 2.4462 -1.0853 1.0527 0.0 0.2 0.1 -0.481
O 1.2187 -0.9219 1.6716 -0.3 -0.3 0.7 -0.306
C 2.4086 -2.1942 -0.0042 0.0 0.0 0.1 -0.166
C 3.5051 -2.4408 -0.8318 0.0 0.0 0.0 -0.064
C 3.4526 -3.4226 -1.8086 0.0 0.0 0.0 -0.075
C 2.2982 -4.1801 -1.9754 0.0 0.0 0.0 -0.089
C 1.2100 -3.9530 -1.1484 0.0 0.0 0.0 -0.081
C 1.2678 -2.9653 -0.1694 0.0 0.0 -0.1 -0.025
C 3.4694 -1.3707 2.1676 -0.2 -0.1 0.1 -0.127
C 4.2307 -2.5289 2.2458 0.1 0.0 0.0 -0.022
C 5.0440 -2.7717 3.3506 0.0 0.0 0.0 -0.081
C 5.0955 -1.8661 4.3949 0.0 0.0 0.0 -0.096
C 4.3292 -0.7068 4.3308 0.0 0.0 0.0 -0.077
C 3.5235 -0.4683 3.2316 0.0 0.0 0.0 -0.028
N 0.6477 0.9021 -0.5933 -0.5 -1.2 -0.3 0.043
C -2.5700 -0.2424 -2.1542 -0.1 -0.1 0.1 -0.118
C -1.6088 -1.2527 -2.1917 -0.1 0.0 0.0 -0.034
C -1.5862 -2.1872 -3.2148 0.0 0.0 0.0 -0.070
C -2.5439 -2.1412 -4.2201 0.0 0.0 0.0 -0.093
C -3.5216 -1.1605 -4.1808 0.0 0.0 0.0 -0.079
C -3.5358 -0.2201 -3.1554 0.1 0.0 -0.1 -0.016
C -3.8591 1.5169 -0.8386 0.0 -0.1 0.1 -0.152
C -4.3152 2.5611 -1.6409 0.0 0.0 0.0 -0.056
C -5.5429 3.1656 -1.3973 0.0 0.0 0.0 -0.084
C -6.3372 2.7344 -0.3462 0.0 0.0 0.0 -0.096
C -5.8979 1.6860 0.4504 0.0 0.0 0.0 -0.075
C -4.6723 1.0839 0.2038 -0.1 0.0 0.0 -0.014
H -1.7577 2.4383 -2.2801 0.1 0.1 0.0 0.116
H -1.4217 2.5632 -0.5412 0.0 0.1 0.0 0.115
H -0.2371 1.6153 -3.7436 0.0 0.0 0.0 0.128
H 2.0789 0.7961 -4.1684 0.0 0.0 0.0 0.119
H 3.4840 0.1715 -2.2114 0.0 0.0 0.0 0.119
H 3.8460 0.2583 0.0606 0.0 0.1 0.0 0.131
H 2.6513 1.0226 1.1276 0.1 0.1 0.0 0.112
H 4.4187 -1.8701 -0.7016 0.0 0.0 0.0 0.121
H 4.3173 -3.6062 -2.4345 0.0 0.0 0.0 0.103
H 2.2577 -4.9506 -2.7349 0.0 0.0 0.0 0.100
H 0.3149 -4.5546 -1.2499 0.0 0.0 0.0 0.105
H 0.4251 -2.7993 0.4886 0.0 0.0 0.0 0.107
H 4.1846 -3.2664 1.4565 0.0 0.0 0.0 0.106
H 5.6256 -3.6842 3.3951 0.0 0.0 0.0 0.101
H 5.7119 -2.0664 5.2622 0.0 0.0 0.0 0.099
H 4.3482 0.0028 5.1490 0.0 0.0 0.0 0.102
H 2.8954 0.4144 3.2104 0.0 0.0 0.0 0.110
H -0.8721 -1.3219 -1.4005 0.0 0.0 0.0 0.088
H -0.8143 -2.9473 -3.2272 0.0 0.0 0.0 0.093
H -2.5380 -2.8760 -5.0153 0.0 0.0 0.0 0.100
H -4.2823 -1.1225 -4.9507 0.0 0.0 0.0 0.101
H -4.3169 0.5275 -3.1377 0.0 0.0 0.0 0.105
H -3.7231 2.9197 -2.4738 0.0 0.0 0.0 0.107
H -5.8730 3.9786 -2.0321 0.0 0.0 0.0 0.101
H -7.2866 3.2154 -0.1476 0.0 0.0 0.0 0.099
H -6.5117 1.3366 1.2715 0.0 0.0 0.0 0.101
H -4.3249 0.2730 0.8285 0.0 0.0 0.0 0.112
Cl 0.9455 3.6120 0.6188 0.0 0.0 0.1 0.745
C 0.2450 3.0025 2.0794 0.1 0.0 0.0 -0.645
C -0.2133 1.6967 2.1789 0.0 -0.2 -0.1 -0.281
C -0.7502 1.3097 3.3888 0.0 0.3 0.3 -0.658
Cl -1.3029 -0.3336 3.3862 -0.1 -0.3 -0.3 0.804
C -0.8589 2.1236 4.4963 0.0 0.0 0.1 -0.703
Cl -1.5468 1.5314 5.9518 0.0 0.0 0.0 0.713
C -0.3942 3.4311 4.3840 0.0 0.1 0.0 -0.704
Cl -0.5039 4.4953 5.7284 0.0 0.0 0.0 0.693
C 0.1555 3.8671 3.1795 0.0 -0.1 0.0 -0.700
Cl 0.7302 5.4793 3.0485 0.0 0.1 0.0 0.694
```
Forces are in eV/Å.

---

DFT (the ωB97M-V functional and the def2-TZVPD basis) results for a molecular structure, C39H27F4N7Ti.

The value obtained for the HOMO energy is -13.3 eV. The gap between HOMO and LUMO is 4.89 eV. The LUMO energy is -8.411 eV. As for the charge: +2. The energy above the lowest of the compared OMol25 structures with the same formula, charge and spin comes out at 332.0 kJ/mol.

```
78
Properties=species:S:1:pos:R:3:forces:R:3:lowdin_charge:R:1
Ti -0.1815 -0.3277 -0.1844 -0.2 0.4 0.4 1.147
N 1.1961 -0.0267 -1.8427 0.0 0.0 0.1 0.100
C 1.0858 1.2817 -1.2685 -0.1 -0.1 0.1 -0.270
C 2.2268 1.6499 -0.4273 0.0 0.0 0.0 -0.018
C 2.1982 2.5219 0.5888 0.0 0.0 0.0 0.008
C 1.0339 3.3353 1.0356 0.0 0.0 0.0 -0.089
C -0.5671 2.9955 -0.3973 0.1 0.0 -0.1 -0.055
C -0.1589 1.8616 -1.2907 0.1 0.1 0.0 -0.100
C -1.2924 1.2255 -2.0172 0.0 -0.1 0.0 -0.213
C -2.1050 1.9099 -2.9201 0.0 0.0 0.0 0.009
C -3.1848 1.2430 -3.4708 0.0 0.0 0.0 -0.020
C -3.4801 -0.0708 -3.1034 0.0 0.0 0.0 -0.033
C -2.6877 -0.7380 -2.1855 0.0 0.0 0.0 -0.065
C -1.5828 -0.0864 -1.6405 0.1 -0.4 0.0 -0.181
H 2.1422 -0.3923 -1.8512 0.0 0.0 0.0 0.138
H 0.7257 -0.1533 -2.7354 0.0 0.0 0.0 0.145
H 3.1624 1.1529 -0.6595 0.0 0.0 0.0 0.133
H 3.1320 2.6852 1.1147 0.0 0.0 0.0 0.138
H 1.2665 3.9107 1.9284 0.0 0.0 0.0 0.166
H -1.5852 3.2953 -0.6333 0.0 0.0 0.0 0.168
H -1.8883 2.9356 -3.1930 0.0 0.0 0.0 0.135
H -3.8166 1.7491 -4.1883 0.0 0.0 0.0 0.125
H -4.3426 -0.5613 -3.5343 0.0 0.0 0.0 0.123
H -2.9416 -1.7476 -1.8872 0.0 0.0 0.0 0.103
C -1.7784 2.3092 4.4583 0.0 0.0 0.0 -0.072
C -2.1493 2.1736 2.9787 0.0 0.0 0.0 -0.198
C -1.3656 3.0982 2.0585 0.0 0.0 0.0 -0.134
C -1.6651 4.4010 2.1010 0.0 -0.1 0.1 -0.019
C -1.1447 5.4912 1.2916 0.0 0.1 -0.1 -0.040
C -0.2573 5.4032 0.3043 0.0 0.0 0.0 -0.015
C 0.4449 4.1623 -0.1779 0.0 -0.1 0.0 -0.306
C 1.3654 4.5392 -1.3346 0.0 0.0 0.0 -0.179
C 2.5530 5.3848 -0.8889 0.0 0.0 0.0 -0.054
C -0.3296 2.5446 1.0882 0.0 0.0 0.1 -0.243
N -0.1531 1.0909 1.2243 0.1 -0.2 -0.1 -0.031
C 0.4287 0.6085 2.3086 -0.1 0.3 0.0 -0.024
C 1.0185 -0.6472 2.2855 0.3 -0.4 -0.1 -0.289
C 1.6919 -1.3736 3.2791 -0.1 0.0 0.0 0.034
C 2.2134 -2.5066 2.6672 0.0 0.0 -0.1 -0.025
C 1.8498 -2.4373 1.3196 0.0 -0.1 0.1 -0.105
N 1.1415 -1.3269 1.0582 -0.4 0.2 -0.2 -0.063
H -2.4185 1.6739 5.0694 0.0 0.0 0.0 0.086
H -1.9080 3.3380 4.7921 0.0 0.0 0.0 0.081
H -0.7419 2.0361 4.6685 0.0 0.0 0.0 0.062
H -3.2044 2.4315 2.8747 0.0 0.0 0.0 0.123
H -2.0766 1.1339 2.6621 0.0 0.0 0.0 0.092
H -2.4323 4.6906 2.8111 0.0 0.0 0.0 0.127
H -1.5575 6.4688 1.5066 0.0 0.0 0.0 0.119
H -0.0016 6.3113 -0.2281 0.0 0.0 0.0 0.122
H 0.7577 5.0909 -2.0582 0.0 0.0 0.0 0.133
H 1.7332 3.6604 -1.8625 0.0 0.0 0.0 0.101
H 2.2427 6.2730 -0.3391 0.0 0.0 0.0 0.083
H 3.1347 5.7134 -1.7484 0.0 0.0 0.0 0.090
H 3.2214 4.8133 -0.2409 0.0 0.0 0.0 0.075
H 0.4850 1.2193 3.2065 0.1 0.0 0.0 0.151
H 1.7913 -1.0879 4.3146 0.0 0.0 0.0 0.132
H 2.8024 -3.2815 3.1286 0.0 0.0 0.0 0.117
H 2.0925 -3.1384 0.5331 0.0 0.0 0.0 0.117
F -0.3585 -2.8603 -1.3627 0.3 0.0 -0.1 0.070
C -0.0783 -4.1695 -1.1796 -0.1 -0.1 0.0 -0.124
C 0.7813 -4.7602 -2.0222 -0.1 0.2 0.0 -0.126
F 1.3603 -4.0140 -2.9454 0.0 -0.1 0.0 0.154
C 1.0748 -6.1785 -1.9509 0.2 -0.1 -0.2 -0.001
C 0.3396 -6.8946 -0.9230 -0.1 0.0 0.1 -0.118
C -0.5186 -6.2862 -0.0803 0.0 -0.1 0.0 -0.131
F -1.1396 -6.9968 0.8414 0.0 0.0 0.0 0.168
C -0.7694 -4.8674 -0.1228 -0.2 0.2 0.3 0.004
C -1.5790 -4.2307 0.7926 0.2 0.0 -0.1 -0.099
C -1.6737 -2.8100 0.7894 0.0 0.0 0.0 -0.059
N -1.6671 -1.6591 0.7766 0.3 0.1 -0.2 0.191
C -2.3026 -4.8566 1.8547 -0.1 -0.1 -0.1 -0.156
N -2.9380 -5.2812 2.7118 0.0 0.0 0.0 0.240
F 0.5335 -8.1875 -0.8078 0.0 0.0 0.0 0.183
C 1.9650 -6.7838 -2.7870 0.0 0.0 0.1 -0.084
C 2.2766 -8.1795 -2.7432 0.0 0.0 0.0 -0.132
N 2.5872 -9.2850 -2.7675 0.0 0.0 0.0 0.265
C 2.6955 -6.0789 -3.7974 -0.1 0.1 -0.1 -0.137
N 3.2721 -5.5304 -4.6252 0.1 0.0 0.0 0.250
```
Forces are in eV/Å.

---

no.,DFT total energy (eV),strongest force on any atom (Eh/bohr)
1,-138060.046,0.0132
2,-112086.590,0.0418
3,-85276.984,0.0123